Formula: C29H36B2CsF4N6O9S5
Source: the OMol25 dataset
Level of theory: wB97M-V/def2-TZVPD

The geometry in ORCA input format:
```
! RIJCOSX wB97M-V def2-TZVPD def2/J DEFGRID3
* xyz -1 1
Cs -0.25251 -0.73084 -1.12507
C 1.06853 -5.58600 -0.06251
C 0.52598 -4.19989 0.09136
N 0.92198 -3.18756 -0.57119
O 1.95016 -3.39020 -1.46594
B 2.73133 -2.13472 -1.74981
F 3.77577 -2.50374 -2.57734
F 1.90393 -1.16385 -2.40724
O 3.33529 -1.52418 -0.53799
N 2.37408 -1.35573 0.43192
C 2.82036 -1.37368 1.62628
C 4.26575 -1.49537 1.99306
C 1.76681 -1.45379 2.68749
N 0.59665 -1.04534 2.38746
O -0.36058 -1.30767 3.34792
B -1.74406 -1.31398 2.74945
F -1.89251 -0.21887 1.85338
F -2.62850 -1.18127 3.82119
O -2.05256 -2.58823 2.10661
N -1.18920 -2.81810 1.01336
C -0.50710 -3.89241 1.14805
C -0.56803 -4.82867 2.31377
C 2.13432 -2.15391 3.96029
H 1.76014 -5.61859 -0.89844
H 0.25510 -6.29532 -0.23684
H 1.58847 -5.91941 0.83905
H 4.89281 -1.19585 1.15842
H 4.53133 -2.52160 2.26124
H 4.49098 -0.87247 2.86239
H -1.30789 -4.50263 3.03449
H 0.41221 -4.87572 2.79529
H -0.79535 -5.84257 1.97646
H 2.57155 -3.13207 3.74291
H 1.26911 -2.27803 4.60364
H 2.90395 -1.59456 4.50051
O -6.19443 2.08193 3.55046
C -5.65856 1.33424 2.78464
S -5.07068 1.89834 1.19192
C -4.57708 0.38338 0.52608
C -4.88951 -0.82348 1.40959
S -4.60082 -2.32122 0.97185
S -5.55901 -0.40644 2.98170
S -3.85676 0.29407 -0.90351
C 4.13784 2.02336 3.76160
O 3.89654 2.35131 2.40404
C 2.63014 2.27355 1.91105
O 2.45487 2.43922 0.72421
N 1.64949 2.03042 2.80354
N 0.28642 1.91672 2.40991
H 5.21192 2.10949 3.90608
H 3.82189 0.99946 3.97572
H 3.64481 2.72079 4.44637
H 1.80605 2.13648 3.78761
H 0.30858 2.20837 1.43296
H 0.12067 0.90691 2.36382
C -2.20055 -1.82412 -4.26759
C -3.52660 -2.28591 -3.63867
C -3.08927 -3.30387 -2.56920
O -1.67334 -3.20518 -2.47221
C -1.21043 -2.87267 -3.77308
H -1.91631 -0.83314 -3.90991
H -2.24034 -1.77986 -5.35678
H -4.18454 -2.74743 -4.37622
H -4.06968 -1.45461 -3.19085
H -3.35668 -4.32652 -2.86697
H -3.49448 -3.09781 -1.57880
H -1.22709 -3.76733 -4.41269
H -0.17860 -2.52810 -3.69308
O -0.67146 1.51419 -2.24898
S 0.43105 2.37884 -1.69481
C 0.85386 3.46002 -3.05600
C 2.10164 4.05814 -3.07584
C 2.42451 4.89744 -4.13417
C 1.50810 5.11060 -5.15347
C 0.26972 4.48248 -5.12526
C -0.06723 3.64580 -4.07317
C -0.38050 3.60031 -0.66506
C -1.75089 3.52140 -0.50875
C -2.37593 4.46310 0.30417
C -1.63634 5.44692 0.93460
C -0.25563 5.50254 0.76742
C 0.38383 4.57220 -0.03147
H 2.81633 3.85728 -2.28739
H 3.39773 5.36867 -4.16763
H 1.76413 5.75803 -5.98216
H -0.43474 4.64097 -5.93195
H -1.01539 3.12718 -4.03111
H -2.30682 2.73192 -0.99791
H -3.44724 4.41399 0.44995
H -2.13322 6.16736 1.57116
H 0.32327 6.26432 1.27327
H 1.45845 4.58278 -0.14271
*
```

Computed properties:
Relative energy (zero: lowest compared OMol25 entry of this formula, charge and spin) = 0.000 eV
Orbital gap = 5.789 eV
Lowest unoccupied orbital energy = 0.602 eV


Formula: C29H36CrN7O2
Source: the OMol25 dataset
Level of theory: wB97M-V/def2-TZVPD

The geometry in ORCA input format:
```
! RIJCOSX wB97M-V def2-TZVPD def2/J DEFGRID3
* xyz 0 2
Cr -1.04157 0.36879 -0.21670
C 1.83138 -2.61060 1.21724
C 2.92269 -1.98190 0.35618
C 2.44110 -1.10645 -0.78940
N 1.69565 0.05952 -0.33016
C 2.20500 1.23479 -0.40087
C 3.53150 1.56654 -0.89965
C 4.34397 2.59859 -0.56106
C 4.08635 3.71380 0.27983
C 2.85319 4.12392 0.67196
C 1.57929 3.57268 0.36846
C 1.23463 2.35193 -0.17062
N -0.02633 2.04137 -0.55904
C -0.85299 3.18130 -0.98336
C -1.98070 2.75324 -1.92460
C -1.56785 1.66854 -2.89933
N -1.35388 0.40126 -2.19351
C -1.01553 -0.66267 -2.88077
C -0.81868 -0.63987 -4.28411
C -0.61838 -1.66789 -5.17975
C -0.60171 -3.04609 -4.98588
C -0.71722 -3.68753 -3.77383
C -0.78406 -3.17509 -2.47966
C -0.77595 -1.85272 -2.01912
N -0.65593 -1.52325 -0.74448
C -0.58262 -2.57213 0.26962
C 0.73257 -3.34228 0.42989
H 1.38246 -1.86452 1.87744
H 2.31540 -3.31943 1.89235
H 3.52808 -2.78541 -0.07657
H 3.59342 -1.39342 0.98936
H 1.77689 -1.68853 -1.43493
H 3.30543 -0.85745 -1.40101
H 3.95468 0.85230 -1.58977
H 5.33841 2.55853 -0.99490
H 4.93308 4.33133 0.55518
H 2.82146 5.04293 1.24867
H 0.73563 4.20435 0.62366
H -0.19900 3.88597 -1.50934
H -1.29232 3.70977 -0.13295
H -2.30405 3.63092 -2.48817
H -2.84219 2.41310 -1.35093
H -0.65067 1.97152 -3.41957
H -2.33849 1.53473 -3.66398
H -0.84133 0.34461 -4.72708
H -0.49252 -1.34247 -6.20848
H -0.49501 -3.66765 -5.86630
H -0.72298 -4.77167 -3.82286
H -0.80024 -3.92688 -1.70204
H -1.39415 -3.29381 0.10982
H -0.79565 -2.08873 1.21724
H 1.11750 -3.64911 -0.54632
H 0.47748 -4.26802 0.95259
N -2.92249 -0.75749 0.32992
N -3.56279 -0.13331 1.41810
C -3.33280 1.25204 1.42123
O -4.08360 1.98580 2.02971
O -2.28120 1.58513 0.73042
H -3.49235 -0.70849 -0.51225
H -2.76711 -1.73204 0.54801
H -4.53591 -0.36413 1.56189
N -0.11128 0.43338 1.92556
C -0.46500 0.20263 3.29820
C -0.47997 1.26799 4.18862
C -0.85196 1.07265 5.51112
C -1.19949 -0.19215 5.96442
C -1.18277 -1.25801 5.07622
C -0.83163 -1.06163 3.74733
H 0.06617 1.42528 1.78951
H 0.74095 -0.03544 1.62652
H -0.20942 2.25819 3.83657
H -0.86931 1.91695 6.18983
H -1.48742 -0.34426 6.99718
H -1.46236 -2.24902 5.41322
H -0.85341 -1.89482 3.06028
*
```

Computed properties:
Relative energy (zero: lowest compared OMol25 entry of this formula, charge and spin) = 0.543 eV
Orbital gap (spin up / spin down) = 6.726 / 6.969 eV
Lowest unoccupied orbital energy (spin up / spin down) = -0.222 / -0.003 eV


Formula: C29H36F7O29
Source: the OMol25 dataset
Level of theory: wB97M-V/def2-TZVPD

The geometry in ORCA input format:
```
! RIJCOSX wB97M-V def2-TZVPD def2/J DEFGRID3
* xyz -1 1
C 1.05340 0.04341 -0.66219
C -0.38162 0.13233 -0.12017
O -0.58665 -0.19301 1.07371
O -1.22435 0.55352 -0.95583
H 1.81856 0.57774 -0.09643
H 1.13139 0.28886 -1.72209
H 1.35616 -1.01217 -0.61684
C 5.01141 0.19170 -0.13466
C 5.33939 0.83125 -1.47109
O 6.40113 0.04991 -1.93546
C 6.29659 -1.18535 -1.37290
O 6.91773 -2.14253 -1.67823
O 5.37463 -1.16923 -0.37788
F 5.75347 2.12832 -1.27279
H 3.96646 0.28937 0.14676
H 5.57697 0.57735 0.71580
H 4.47693 0.90138 -2.13354
C -0.34946 3.31027 0.30825
C -0.67806 2.94821 1.73313
O -1.68580 3.89489 2.04575
C -2.26092 4.33545 0.89121
O -3.21792 5.03231 0.84459
O -1.59543 3.83331 -0.17694
F 0.40557 3.14143 2.53296
H -0.04219 2.48063 -0.32227
H 0.40421 4.08879 0.16752
H -1.02434 1.91977 1.84860
C -4.95034 1.15165 0.15434
C -4.37503 1.84393 -1.07094
O -5.36121 2.76737 -1.43605
C -6.24744 2.91884 -0.40364
O -7.10337 3.73236 -0.38358
O -5.99765 2.02238 0.57533
F -4.19934 0.90768 -2.05884
H -4.15433 1.04545 0.88670
H -5.37428 0.19131 -0.13425
H -3.41231 2.33090 -0.92481
C -3.13509 -1.51270 1.16071
C -2.28547 -2.78073 1.22190
O -3.24471 -3.81748 1.16379
C -4.50238 -3.32021 1.29217
O -5.49112 -3.96684 1.25912
O -4.45587 -1.97923 1.44789
F -1.62281 -2.88474 2.41173
H -3.10788 -1.13763 0.13829
H -2.79953 -0.84105 1.93982
H -1.58493 -2.92593 0.40694
C -0.03797 3.90815 -3.22965
C -0.49211 2.50543 -3.63983
O 0.73022 1.91179 -4.04671
C 1.75310 2.54243 -3.41662
O 2.88212 2.18493 -3.42755
O 1.28237 3.62004 -2.74104
F -1.31046 2.51981 -4.71998
H -0.67395 4.32728 -2.45413
H 0.05335 4.63368 -4.03783
H -0.93450 1.95531 -2.80268
C -2.85247 -1.26039 -3.73191
C -1.43236 -1.42505 -3.22650
O -0.82874 -2.11565 -4.29385
C -1.78426 -2.79546 -4.99765
O -1.56234 -3.58225 -5.85100
O -3.00689 -2.37438 -4.60934
F -1.37372 -2.19404 -2.09454
H -2.94514 -0.35643 -4.33605
H -3.57422 -1.24101 -2.92332
H -0.87688 -0.50807 -3.07138
C 1.83557 -1.01569 2.49068
C 1.28668 -1.57840 3.79093
O 2.27169 -1.27315 4.73307
C 3.47473 -1.22058 4.07003
O 4.53336 -1.28060 4.58940
O 3.25873 -1.02347 2.76003
F 1.22872 -2.95569 3.67929
H 1.58052 0.02012 2.30061
H 1.58765 -1.67467 1.66993
H 0.29607 -1.26405 4.10278
C 0.21599 -1.03376 8.48496
O 0.27484 0.06880 7.59796
C -0.34769 -0.06300 6.42839
O -0.81598 -1.08652 5.99387
O -0.34810 1.10639 5.82204
C -0.99043 1.15872 4.55293
H 0.12159 -1.97421 7.95119
H -0.61064 -0.89529 9.18770
H 1.11259 -1.02316 9.10182
H -1.11694 2.17989 4.22459
H -1.97545 0.68946 4.61465
H -0.40162 0.57992 3.83948
C 3.93071 -3.81003 -2.02751
O 3.12664 -3.60657 -3.20769
C 3.04161 -2.36394 -3.65276
O 3.58814 -1.39822 -3.17178
O 2.25844 -2.34272 -4.71494
C 1.91660 -1.05923 -5.21133
H 3.71905 -3.02562 -1.30538
H 4.98124 -3.74217 -2.30274
H 3.66591 -4.80144 -1.68347
H 2.77945 -0.40575 -5.35118
H 1.29399 -0.56122 -4.46732
H 1.37904 -1.17349 -6.14423
*
```

Computed properties:
Orbital gap = 9.761 eV
Lowest unoccupied orbital energy = 2.013 eV


Formula: C29H36IrN12P
Source: the OMol25 dataset
Level of theory: wB97M-V/def2-TZVPD

The geometry in ORCA input format:
```
! RIJCOSX wB97M-V def2-TZVPD def2/J DEFGRID3
* xyz 2 1
Ir 0.42176 0.17370 0.60604
C -1.27815 -3.95561 3.86148
N -0.88972 -2.60305 3.46472
C -0.93200 -1.49679 4.26585
C -0.47876 -0.45079 3.51895
N -0.15374 -0.91891 2.27348
C -0.41569 -2.22125 2.26102
P -0.14757 -3.29560 0.82089
C -1.09536 -2.29252 -0.35881
N -0.94515 -0.98398 -0.56002
C -1.65370 -0.67112 -1.68541
C -2.24019 -1.80510 -2.16523
N -1.87854 -2.81874 -1.32774
C -2.26680 -4.21971 -1.47778
C 1.49090 -2.62232 0.40040
N 1.76251 -1.32919 0.24732
C 3.09966 -1.21121 0.00153
C 3.63982 -2.46223 -0.02143
N 2.62183 -3.33909 0.22780
C 2.75451 -4.79279 0.29846
H -1.75231 -3.90206 4.83663
H -0.40327 -4.59878 3.92644
H -1.98746 -4.36736 3.14788
H -1.27084 -1.54483 5.28589
H -0.33441 0.57495 3.80654
H -1.69670 0.32519 -2.08630
H -2.87506 -1.96646 -3.01887
H -2.89956 -4.30414 -2.35588
H -2.82545 -4.55364 -0.60661
H -1.38823 -4.84603 -1.61530
H 3.57398 -0.25654 -0.13347
H 4.65078 -2.79410 -0.18149
H 3.81084 -5.04035 0.25848
H 2.24763 -5.26165 -0.54222
H 2.34207 -5.16427 1.23335
C -2.48695 2.81692 -1.01195
C -1.08876 3.28530 -1.41699
C -0.46764 2.44725 -2.51990
C -0.94469 2.60756 -3.81789
C -0.36905 1.93676 -4.88140
C 0.70207 1.08902 -4.64637
C 1.19084 0.87432 -3.36070
C 2.27856 -0.15733 -3.20288
C 1.68806 -1.56896 -3.11331
C 0.58689 1.56411 -2.29795
N 1.04364 1.44707 -0.93429
C 1.94849 2.29655 -0.53235
C 2.41746 2.21614 0.79772
C 3.29902 2.94303 1.60147
C 3.28067 2.33071 2.85348
C 2.39096 1.25335 2.77488
N 1.88524 1.17942 1.53667
H -2.98156 3.55811 -0.37664
H -2.45089 1.86622 -0.47233
H -3.12531 2.68428 -1.88687
H -0.43827 3.30600 -0.54145
H -1.15093 4.30983 -1.78729
H -1.75506 3.30525 -3.99351
H -0.73351 2.09186 -5.88792
H 1.17545 0.57489 -5.47461
H 2.91127 0.06512 -2.34867
H 2.92427 -0.11662 -4.08178
H 1.06993 -1.68515 -2.22346
H 2.47393 -2.32635 -3.09681
H 1.05493 -1.75895 -3.98093
H 2.30883 3.05535 -1.22132
H 3.89003 3.79198 1.29817
H 3.86239 2.60748 3.71665
H 2.12824 0.53631 3.53664
N -3.89335 3.38341 1.81660
C -2.95886 3.86286 2.65173
N -3.28896 4.82368 3.51282
N -1.70603 3.43173 2.68812
C -1.26196 2.51181 1.89980
N -0.76826 1.70712 1.23017
H -4.82003 3.77140 1.78051
H -3.63904 2.70887 1.11414
H -4.21103 5.21935 3.55796
H -2.57862 5.16930 4.13544
*
```

Computed properties:
Relative energy (zero: lowest compared OMol25 entry of this formula, charge and spin) = 0.021 eV
Orbital gap = 7.772 eV
Lowest unoccupied orbital energy = -4.849 eV


Per-record DFT total energy, eV: -124978.121; -73603.210; -109062.589; -60657.859